Record 1
The following is a DFT calculation (ωB97M-V with the def2-TZVPD basis set) of a molecular structure, C25H18BBrN2O4Tl.

```
52
C25H18BBrN2O4Tl (ωB97M-V with the def2-TZVPD basis set)
Tl 0.00762 -1.05718 0.18081
O -3.89408 2.18706 -5.47930
C -4.58063 2.06973 -4.30120
O -5.70848 2.49748 -4.26399
C -3.84014 1.53509 -3.14798
C -4.50798 1.43378 -1.92370
C -3.90745 0.93828 -0.79166
C -2.54867 0.49574 -0.80872
C -1.87617 0.61346 -2.06366
C -2.50248 1.10885 -3.17644
N -1.91112 -0.00475 0.24947
C -2.49360 -0.11683 1.53087
C -1.79035 -0.64628 2.56475
C -2.31481 -0.74842 3.91794
C -1.54635 -1.20623 4.92458
C -0.18869 -1.61633 4.68025
C 0.25312 -1.54907 3.39542
N -0.48987 -1.11549 2.35794
H -3.00535 1.83531 -5.36453
H -5.54174 1.75548 -1.88883
H -4.48176 0.87638 0.11850
H -0.83727 0.30496 -2.12921
H -1.90604 1.15987 -4.08395
H -3.48985 0.25631 1.70641
H -3.33766 -0.43408 4.08916
H -1.95529 -1.26717 5.92707
H 0.45667 -1.97498 5.46804
H 1.26310 -1.86112 3.14533
O -0.49070 -3.25737 -2.12818
B -0.17457 -3.07133 -0.77662
O 0.04100 -4.30731 -0.16224
C -0.15750 -5.25093 -1.14369
C -0.06977 -6.61889 -1.04553
C -0.32390 -7.34713 -2.20977
C -0.64924 -6.71005 -3.40318
C -0.73361 -5.31822 -3.48304
C -0.47912 -4.61813 -2.32799
H 0.18013 -7.09945 -0.10957
H -0.26840 -8.42757 -2.18150
H -0.84265 -7.30397 -4.28700
H -0.98950 -4.80879 -4.40201
Br 6.20810 1.74173 -0.73311
C 4.46806 1.01831 -0.47655
C 3.36180 1.80450 -0.74338
C 2.09290 1.26651 -0.55224
C 1.91311 -0.04125 -0.10939
C 3.05403 -0.80273 0.14349
C 4.33419 -0.28399 -0.02947
H 3.48629 2.82139 -1.09113
H 1.23397 1.89743 -0.75255
H 2.96467 -1.83179 0.47813
H 5.21116 -0.88382 0.17555
```

## Properties
charge: -1
HOMO: -2.80 eV
max |F|: 0.74 eV Å⁻¹
LUMO level: 0.0853 Ha
electronic energy: -112802.3780 eV
Kohn-Sham gap: 5.12 eV

=====

Record 2
The following is a DFT calculation (ωB97M-V with the def2-TZVPD basis set) of a molecular structure, C11H16LaN2OSSi in a non-equilibrium geometry.

```
33
C11H16LaN2OSSi (ωB97M-V with the def2-TZVPD basis set)
C 3.64364 -0.61761 1.43722
Si 2.16723 -0.40404 0.17532
C 1.63003 -2.22314 -0.24580
C 2.76505 0.35468 -1.48515
O 0.82816 0.39584 0.91455
C 0.62756 1.75082 0.43834
C -0.58148 1.86766 -0.66036
C -1.77496 0.85926 -0.32788
C -1.71743 -0.67995 -0.59653
C -2.83205 -1.68391 -0.24687
C -4.15650 -1.15067 0.39022
N -5.32655 -1.89075 0.77706
S -6.39020 -0.65717 1.34624
N -5.55345 0.81220 1.22688
C -4.28917 0.39233 0.64460
C -3.12771 1.38012 0.31492
H 4.66659 -0.30778 0.96387
H 3.44823 -0.09687 2.43168
H 3.77394 -1.73756 1.68697
H 1.39163 -2.21984 -1.36456
H 0.61426 -2.35792 0.28700
H 2.40404 -2.99526 0.06401
H 3.40036 1.31528 -1.22035
H 1.94176 0.64444 -2.21608
H 3.49825 -0.41106 -1.97671
H 0.23798 2.34996 1.34615
H 1.57951 2.29120 0.09960
H -1.02020 2.92501 -0.51042
H -0.20813 1.80986 -1.73397
H -0.77559 -1.07532 -1.08723
H -2.73489 -2.81441 -0.43107
H -3.20825 2.49889 0.50161
La 5.07837 1.67574 -0.94326
```

## Properties
charge: +3
HOMO: -15.57 eV
max |F|: 6.79 eV Å⁻¹
LUMO level: -0.5033 Ha
electronic energy: -36226.9163 eV
Kohn-Sham gap: 1.87 eV

=====

Record 3
The following is a DFT calculation (ωB97M-V with the def2-TZVPD basis set) of a molecular structure, C28H29BBiCl3F4N2O4PS2Si.

```
76
C28H29BBiCl3F4N2O4PS2Si (ωB97M-V with the def2-TZVPD basis set)
Bi 0.96046 -0.82869 -0.70942
S -0.03526 -1.52150 -6.02855
C 0.84257 -2.97564 -5.80190
C 1.63941 -2.91643 -4.71213
C 1.59369 -1.64959 -4.02787
C 0.69274 -0.79644 -4.63450
C 0.17056 0.49842 -4.17726
C -0.31741 1.43856 -5.08131
C -0.89141 2.60657 -4.60569
C -0.95578 2.82404 -3.24057
C -0.41422 1.85695 -2.41079
N 0.12669 0.72454 -2.85539
H 0.71872 -3.79886 -6.48750
H 2.27065 -3.72420 -4.37263
H -0.23306 1.24949 -6.14358
H -1.28543 3.33903 -5.29996
H -1.42110 3.69613 -2.80261
H -0.45280 1.99397 -1.33727
S 2.55432 -2.67917 -1.67615
C 2.43396 -1.40308 -2.86941
C -2.80926 -5.02439 -0.73926
P -1.46099 -3.75161 -0.84822
C -0.17013 -4.63991 0.11131
C -2.11487 -2.56532 0.38661
C -3.03345 -1.62173 -0.08427
C -3.58355 -0.67348 0.76240
C -3.21478 -0.65253 2.10130
C -2.27363 -1.55493 2.57160
C -1.72199 -2.50509 1.71976
H -2.97583 -5.35348 0.28900
H -2.53972 -5.88584 -1.35554
H -3.73741 -4.60565 -1.13069
H -0.57413 -5.13522 0.99678
H 0.60420 -3.93219 0.41305
H 0.28801 -5.38317 -0.54345
H -3.28702 -1.60580 -1.14009
H -4.24931 0.08080 0.36252
H -3.62530 0.10215 2.76126
H -1.92047 -1.50613 3.59343
H -0.94529 -3.15087 2.10557
O 1.08120 -0.00654 5.10992
C 1.95541 0.50267 4.22304
C 2.59253 1.71176 4.50881
C 3.49741 2.24806 3.60817
C 3.79066 1.59085 2.41691
C 3.15153 0.39458 2.13482
C 2.22268 -0.15419 3.01203
C 1.47424 -1.41555 2.65783
O 0.80632 -1.95466 3.57901
O 1.56896 -1.86278 1.48296
H 0.80842 -0.88553 4.68710
H 2.35728 2.21132 5.44095
H 3.98037 3.19185 3.83782
H 4.49230 2.01036 1.70757
H 3.35297 -0.12962 1.20862
F -3.23927 3.82663 1.08448
B -2.72404 3.61188 -0.20822
F -2.89472 2.27165 -0.58810
F -1.33239 3.90877 -0.20873
F -3.36771 4.45680 -1.13187
C -1.20940 2.07225 3.01594
N -0.09309 2.61475 2.25552
C 0.27579 4.00039 2.42365
C 0.41190 1.88592 1.27327
O 0.04157 0.72651 1.04752
H -1.56554 2.83990 3.69948
H -0.89203 1.19353 3.58060
H -2.01535 1.79707 2.33726
H 0.61020 4.17804 3.44929
H -0.57069 4.64493 2.18336
H 1.09337 4.23688 1.74430
H 1.19629 2.37339 0.68597
Cl 2.84853 2.25024 -1.43227
Si 3.09821 0.23048 -2.26450
Cl 3.58815 1.05696 -4.20639
Cl 4.95555 -0.19931 -1.41470
```

## Properties
charge: -2
HOMO (spin up / spin down): -1.49 / -2.16 eV
max |F|: 0.63 eV Å⁻¹
2S+1: 2
LUMO level (spin up / spin down): 0.1439 / 0.1432 Ha
electronic energy: -134482.6380 eV
Kohn-Sham gap (spin up / spin down): 5.41 / 6.06 eV
⟨S²⟩: 0.78

=====

Record 4
The following is a DFT calculation (ωB97M-V with the def2-TZVPD basis set) of C5H8O in the gas phase.

```
14
C5H8O (ωB97M-V with the def2-TZVPD basis set)
C -0.13137 -0.46257 -1.55680
C -0.04324 -0.86899 -0.10000
C 1.07529 -0.41424 0.77181
C -0.32464 0.10375 1.03345
C -0.63013 1.52214 0.72314
O -1.50065 2.16108 1.26610
H 0.43385 0.45153 -1.76266
H 0.28050 -1.25120 -2.19485
H -1.16819 -0.29270 -1.85985
H -0.41679 -1.87120 0.09998
H 1.79346 0.28839 0.34959
H 1.49474 -1.09573 1.50511
H -0.86501 -0.28011 1.89628
H 0.01154 1.98820 -0.06071
```

## Properties
charge: 0
HOMO: -9.73 eV
max |F|: 0.41 eV Å⁻¹
LUMO level: 0.0384 Ha
electronic energy: -7361.1229 eV
Kohn-Sham gap: 10.77 eV

=====

What M values result from the calculations? In sequence: 705.53; 391.32; 982.89; 84.12 g mol⁻¹.